The molecule C4H2F5P. Source: OMol25; level of theory: ωB97M-V with the def2-TZVPD basis set.

As for the HOMO energy: -9.713 eV. The calculation puts the gap between HOMO and LUMO at 10.579 eV. Its spin multiplicity is 1. The charge is 0. Its LUMO energy is 0.866 eV. The calculation puts the strongest force on any atom at 1.36 eV/A.

Element x y z (Å)
C (-1.247, 2.301, 0.115)
C (-0.823, 1.452, 0.855)
P (-0.024, 0.116, 1.726)
C (0.671, -1.007, 0.374)
F (0.028, -2.191, 0.434)
F (1.949, -1.239, 0.657)
C (0.577, -0.525, -1.087)
F (-0.678, -0.532, -1.472)
F (1.086, 0.674, -1.260)
F (1.262, -1.357, -1.864)
H (-1.663, 2.949, -0.616)
H (-1.140, -0.642, 2.139)

A structure of composition C21H47IrOP3Se. Source: OMol25; level of theory: ωB97M-V with the def2-TZVPD basis set.

As for the HOMO energy (spin up / spin down): -16.300 / -17.191 eV. The calculation puts the gap between HOMO and LUMO (spin up / spin down) at 6.376 / 4.991 eV. Its spin multiplicity is 5. The charge is +3. Its LUMO energy (spin up / spin down) is -9.925 / -12.200 eV. The calculation puts the strongest force on any atom at 5.27 eV/A.

Element x y z (Å)
Ir (0.275, -1.072, 0.177)
P (-1.055, -2.733, 0.831)
P (1.587, -0.958, 1.918)
P (1.764, -1.895, -1.255)
H (-2.873, 2.337, -4.228)
C (-2.863, 1.270, -4.447)
C (-2.764, 0.273, -3.559)
H (-2.683, 0.498, -2.491)
C (-2.472, -1.910, 1.676)
C (-0.538, -4.078, 2.041)
C (-1.778, -3.650, -0.594)
C (2.600, 0.581, 1.943)
C (0.737, -0.816, 3.545)
C (2.875, -2.252, 2.215)
C (1.034, -1.700, -2.921)
C (2.326, -3.633, -1.076)
C (3.314, -0.933, -1.318)
H (-3.111, 1.057, -5.493)
H (-2.888, -0.746, -3.893)
H (-2.585, -0.924, 1.206)
H (-2.266, -1.792, 2.745)
H (-3.417, -2.470, 1.571)
H (-0.116, -3.591, 2.937)
H (0.220, -4.706, 1.541)
H (-1.363, -4.740, 2.377)
H (-2.166, -2.892, -1.287)
H (-2.605, -4.335, -0.340)
H (-0.981, -4.233, -1.072)
H (3.223, 0.657, 2.840)
H (1.927, 1.447, 1.924)
H (3.243, 0.581, 1.062)
H (1.448, -0.768, 4.374)
H (0.095, -1.681, 3.702)
H (0.134, 0.098, 3.554)
H (3.403, -2.101, 3.178)
H (3.637, -2.252, 1.418)
H (2.394, -3.243, 2.260)
H (1.676, -2.130, -3.707)
H (0.915, -0.620, -3.108)
H (0.052, -2.198, -2.926)
H (2.919, -3.958, -1.945)
H (1.438, -4.281, -1.004)
H (2.958, -3.711, -0.176)
H (3.809, -1.038, -2.300)
H (4.005, -1.294, -0.533)
H (3.090, 0.138, -1.185)
C (1.057, 3.027, -2.102)
C (-0.017, 2.465, -2.811)
C (0.046, 2.429, -4.218)
C (1.209, 2.887, -4.856)
C (2.359, 3.186, -4.145)
C (2.322, 3.177, -2.739)
Se (0.916, 3.860, -0.348)
H (-0.215, 3.074, 0.283)
H (-0.894, 2.110, -2.265)
H (-0.781, 2.041, -4.759)
H (1.240, 2.987, -5.957)
H (3.283, 3.456, -4.663)
H (3.210, 3.396, -2.137)
C (-2.915, 3.634, 1.493)
C (-2.796, 2.128, 1.371)
O (-1.782, 1.573, 2.216)
C (-1.979, 1.677, 3.631)
C (-0.908, 2.568, 4.249)
H (-3.466, 3.920, 2.392)
H (-3.460, 4.041, 0.640)
H (-1.929, 4.110, 1.527)
H (-3.753, 1.635, 1.584)
H (-2.489, 1.835, 0.362)
H (-2.972, 2.085, 3.865)
H (-1.939, 0.643, 4.001)
H (-1.281, 3.596, 4.297)
H (-0.643, 2.260, 5.265)
H (0.005, 2.597, 3.648)

The molecule C19H21N3O2S3. Source: OMol25; level of theory: ωB97M-V with the def2-TZVPD basis set.

As for the HOMO energy: -7.875 eV. The calculation puts the gap between HOMO and LUMO at 8.182 eV. Its spin multiplicity is 1. The charge is 0. Its LUMO energy is 0.307 eV. The calculation puts the strongest force on any atom at 3.24 eV/A. For the energy above the lowest of the compared OMol25 structures with the same formula, charge and spin, the calculation gives 69.62 kJ/mol.

Element x y z (Å)
N (-1.945, 3.661, 6.059)
S (-2.998, 2.421, 5.978)
O (-4.219, 3.166, 5.877)
O (-2.782, 1.737, 7.269)
C (-2.380, 1.610, 4.469)
C (-2.988, 1.919, 3.237)
C (-2.489, 1.316, 2.028)
C (-1.356, 0.496, 2.075)
N (-0.813, 0.012, 0.898)
C (0.263, 0.509, 0.394)
S (1.327, 1.742, 1.056)
C (2.241, 1.744, -0.410)
C (1.832, 0.767, -1.282)
C (2.544, 0.601, -2.532)
C (3.910, 0.574, -2.628)
C (4.388, 0.545, -3.972)
C (3.383, 0.574, -4.923)
S (1.807, 0.631, -4.153)
N (0.748, 0.041, -0.818)
C (0.223, -1.252, -1.328)
C (-0.967, -1.036, -2.279)
C (-1.612, -2.361, -2.678)
C (-0.554, -3.414, -3.157)
C (0.665, -3.531, -2.226)
C (1.289, -2.147, -2.001)
C (-0.798, 0.179, 3.319)
C (-1.280, 0.752, 4.514)
H (-1.225, 3.307, 6.684)
H (-2.438, 4.436, 6.447)
H (-3.831, 2.620, 3.254)
H (-2.939, 1.521, 1.080)
H (3.021, 2.444, -0.596)
H (4.564, 0.616, -1.741)
H (5.426, 0.463, -4.157)
H (3.507, 0.570, -5.976)
H (-0.178, -1.858, -0.471)
H (-1.716, -0.446, -1.770)
H (-0.668, -0.465, -3.136)
H (-2.306, -2.172, -3.518)
H (-2.206, -2.745, -1.862)
H (-1.101, -4.380, -3.315)
H (-0.206, -3.062, -4.170)
H (0.341, -4.041, -1.335)
H (1.450, -4.153, -2.666)
H (1.573, -1.768, -2.960)
H (2.184, -2.171, -1.380)
H (0.078, -0.489, 3.357)
H (-0.770, 0.517, 5.445)

A structure of composition C33H35N10SSe2Ti. Source: OMol25; level of theory: ωB97M-V with the def2-TZVPD basis set.

As for the HOMO energy: -13.812 eV. The calculation puts the gap between HOMO and LUMO at 4.376 eV. Its spin multiplicity is 1. The charge is +3. Its LUMO energy is -9.436 eV. The calculation puts the strongest force on any atom at 2.80 eV/A. For the energy above the lowest of the compared OMol25 structures with the same formula, charge and spin, the calculation gives 69.34 kJ/mol.

Element x y z (Å)
Ti (-5.722, 3.947, 15.885)
C (-3.019, 3.353, 14.671)
N (-4.109, 4.349, 14.391)
C (-3.634, 5.753, 14.462)
C (-3.455, 6.134, 15.910)
C (-2.438, 6.915, 16.303)
C (-2.330, 7.205, 17.676)
C (-3.249, 6.727, 18.549)
C (-4.202, 5.874, 18.055)
N (-4.359, 5.580, 16.739)
C (-4.664, 4.137, 12.993)
C (-5.747, 3.069, 12.914)
C (-6.172, 2.496, 11.687)
C (-7.146, 1.545, 11.669)
C (-7.556, 0.975, 12.881)
C (-7.082, 1.552, 14.030)
N (-6.213, 2.585, 14.085)
C (-2.919, 2.971, 16.143)
C (-1.711, 2.624, 16.690)
C (-1.730, 2.163, 17.971)
C (-2.908, 2.088, 18.697)
C (-4.046, 2.498, 18.060)
N (-4.076, 2.866, 16.778)
H (-2.064, 3.715, 14.268)
H (-3.392, 2.396, 14.205)
H (-4.292, 6.380, 13.920)
H (-2.723, 5.748, 13.898)
H (-1.817, 7.414, 15.587)
H (-1.437, 7.790, 17.938)
H (-3.146, 6.927, 19.620)
H (-4.860, 5.449, 18.763)
H (-3.800, 3.975, 12.339)
H (-5.128, 5.019, 12.658)
H (-5.753, 2.970, 10.810)
H (-7.564, 1.177, 10.736)
H (-8.315, 0.204, 12.928)
H (-7.509, 1.167, 14.935)
H (-0.859, 2.741, 16.030)
H (-0.799, 1.991, 18.483)
H (-2.993, 1.763, 19.700)
H (-4.969, 2.452, 18.645)
C (-9.787, 6.312, 17.306)
N (-9.677, 4.897, 17.387)
C (-10.820, 4.073, 17.463)
C (-10.325, 2.804, 17.570)
N (-8.880, 2.908, 17.516)
C (-8.530, 4.224, 17.473)
S (-7.018, 5.077, 17.551)
C (-7.917, 1.859, 17.606)
C (-8.256, 0.815, 18.418)
C (-7.465, -0.325, 18.424)
C (-6.310, -0.339, 17.669)
C (-6.013, 0.820, 16.963)
N (-6.780, 1.978, 16.921)
H (-10.605, 6.547, 16.639)
H (-8.940, 6.688, 16.837)
H (-10.012, 6.820, 18.243)
H (-11.846, 4.448, 17.442)
H (-10.819, 1.865, 17.587)
H (-9.070, 0.902, 19.110)
H (-7.677, -1.272, 18.957)
H (-5.673, -1.191, 17.430)
H (-5.133, 0.867, 16.328)
Se (-8.729, 6.679, 13.403)
C (-7.498, 5.710, 14.105)
N (-6.720, 5.039, 14.727)
C (-7.712, 0.770, 22.899)
N (-7.466, 2.128, 23.384)
C (-7.419, 2.573, 24.673)
C (-7.151, 3.901, 24.652)
N (-7.034, 4.231, 23.318)
C (-6.821, 5.574, 22.870)
C (-7.197, 3.137, 22.556)
Se (-6.866, 3.021, 20.754)
H (-7.804, 0.092, 23.779)
H (-6.837, 0.543, 22.373)
H (-8.606, 0.747, 22.340)
H (-7.615, 1.808, 25.479)
H (-7.151, 4.589, 25.450)
H (-7.732, 6.118, 22.887)
H (-6.389, 5.570, 21.888)
H (-6.077, 6.025, 23.560)

A cluster of 3 separate species, C5H16NO2 in total. Source: OMol25; level of theory: ωB97M-V with the def2-TZVPD basis set.

As for the HOMO energy (spin up / spin down): -18.645 / -18.639 eV. The calculation puts the gap between HOMO and LUMO (spin up / spin down) at 9.437 / 5.455 eV. Its spin multiplicity is 2. The charge is +2. Its LUMO energy (spin up / spin down) is -9.208 / -13.185 eV. The calculation puts the strongest force on any atom at 1.36 eV/A. For the energy above the lowest of the compared OMol25 structures with the same formula, charge and spin, the calculation gives 142.59 kJ/mol.

Element x y z (Å)
C (-1.012, -0.625, -1.541)
C (-0.993, -1.803, -0.607)
C (0.113, -1.972, 0.549)
C (0.556, -0.758, 1.172)
C (0.431, -0.401, 2.512)
N (1.118, 0.314, 0.323)
H (-1.642, -0.808, -2.408)
H (-1.399, 0.282, -1.074)
H (-0.083, -0.397, -2.084)
H (-1.935, -1.740, -0.076)
H (-1.004, -2.753, -1.138)
H (0.910, -2.503, -0.003)
H (-0.265, -2.634, 1.330)
H (0.901, 0.519, 2.842)
H (-0.136, -1.031, 3.166)
H (1.126, 0.096, -0.687)
H (0.542, 1.157, 0.417)
H (2.098, 0.570, 0.486)
H (-2.098, 2.736, 1.655)
H (-1.556, 3.222, 0.339)
O (-1.335, 2.630, 1.069)
H (2.652, 1.892, -1.821)
H (1.311, 2.280, -2.554)
O (1.698, 1.726, -1.867)

> What is the charge in the third record?

0

> What is the formula in the third record?

C19H21N3O2S3